A 6-piece molecular cluster, C35H89N5O7P2 overall at a distorted geometry, computed with ωB97M-V/def2-TZVPD.

```
138
Properties=species:S:1:pos:R:3:forces:R:3
C 2.912 -0.068 4.633 0.09 0.05 -0.18
C 2.511 -0.893 3.385 0.12 -0.12 0.09
C 2.704 -2.431 3.539 0.03 0.17 0.18
C 1.951 -3.086 4.735 0.08 0.16 -0.06
C 0.446 -2.743 4.828 -0.17 -0.27 -0.15
C -0.371 -3.086 3.556 0.08 0.34 -0.01
C -1.832 -2.581 3.634 0.01 -0.19 0.15
C -2.775 -3.262 2.624 -0.28 -0.10 0.18
C -4.206 -2.655 2.628 0.19 -0.01 0.20
C -5.006 -2.990 1.349 -0.11 -0.30 0.16
P -6.512 -1.964 0.951 0.13 -0.19 0.41
C -7.524 -2.233 2.495 -0.17 -0.19 0.04
C -8.882 -1.470 2.442 -0.02 0.07 -0.05
C -9.153 -0.588 3.682 -0.03 0.29 -0.23
C -9.489 -1.305 5.024 -0.05 0.11 0.33
C -9.268 -2.834 5.106 -0.04 -0.18 0.27
P -5.674 0.075 1.280 -0.27 0.14 -1.46
O -5.047 0.163 -0.272 0.07 0.27 1.27
O -7.086 0.940 0.993 0.57 -0.39 -0.20
H 2.571 0.982 4.542 0.16 -0.51 0.01
H 4.012 -0.045 4.753 -0.47 -0.08 -0.02
H 2.483 -0.477 5.560 0.08 0.12 -0.31
H 3.133 -0.553 2.533 -0.33 -0.17 0.32
H 1.467 -0.664 3.107 0.33 -0.14 0.16
H 3.789 -2.636 3.649 -0.50 0.05 -0.01
H 2.395 -2.924 2.602 0.09 0.20 0.26
H 2.449 -2.785 5.676 -0.26 -0.11 -0.35
H 2.066 -4.187 4.679 -0.02 0.48 -0.07
H 0.005 -3.313 5.673 0.22 0.33 -0.33
H 0.307 -1.674 5.068 0.09 -0.29 -0.11
H 0.111 -2.617 2.672 -0.24 -0.32 0.37
H -0.359 -4.179 3.390 0.01 0.32 0.06
H -2.221 -2.763 4.660 0.16 0.12 -0.46
H -1.846 -1.485 3.480 0.00 -0.39 0.08
H -2.839 -4.342 2.874 0.06 0.45 -0.22
H -2.367 -3.215 1.599 -0.03 0.08 0.35
H -4.128 -1.559 2.767 0.02 -0.47 -0.15
H -4.761 -3.032 3.511 0.26 0.22 -0.36
H -4.351 -2.960 0.461 -0.21 -0.03 0.31
H -5.410 -4.024 1.426 0.38 0.42 -0.19
H -6.960 -1.965 3.403 -0.15 -0.05 -0.28
H -7.683 -3.332 2.540 0.08 0.58 0.03
H -8.905 -0.818 1.546 0.00 -0.31 0.43
H -9.711 -2.183 2.298 0.27 0.24 0.07
H -10.000 0.086 3.439 0.44 -0.30 0.09
H -8.278 0.083 3.836 -0.33 -0.37 -0.09
H -8.896 -0.826 5.827 -0.36 -0.22 -0.34
H -10.546 -1.090 5.277 0.49 -0.13 -0.20
H -8.301 -3.087 5.579 -0.38 0.11 -0.36
H -9.312 -3.327 4.124 -0.01 0.17 0.35
H -10.055 -3.299 5.730 0.39 0.23 -0.26
H -5.577 -0.325 -0.908 -0.27 -0.13 -0.17
H -7.574 1.060 1.806 -0.22 0.23 0.42
C -2.171 0.904 -1.798 0.14 -0.07 0.14
C -1.739 2.352 -1.607 0.21 0.13 -0.17
C -1.610 3.137 -2.929 -0.03 0.15 0.25
O -0.454 2.827 -3.692 -0.24 -0.41 -0.02
C -0.665 1.721 -4.562 0.24 0.14 -0.16
N -0.489 2.410 -0.826 -0.17 0.01 -0.23
H -1.350 0.295 -2.182 0.01 0.01 -0.01
H -2.480 0.479 -0.845 0.00 0.00 -0.02
H -3.012 0.828 -2.490 0.01 0.03 0.01
H -2.509 2.855 -1.014 -0.04 0.04 -0.08
H -1.531 4.199 -2.682 0.06 0.03 -0.03
H -2.497 3.005 -3.562 -0.07 0.01 0.14
H -1.667 1.777 -5.000 0.00 -0.09 -0.02
H -0.534 0.752 -4.073 -0.01 0.09 0.05
H 0.064 1.795 -5.369 0.02 0.04 0.03
H -0.270 3.381 -0.622 -0.07 -0.02 0.08
H 0.257 2.109 -1.448 0.01 -0.11 0.04
C -1.130 -7.821 -1.710 0.01 -0.02 -0.02
C -0.805 -6.359 -1.426 -0.03 0.00 -0.05
C -0.959 -5.962 0.047 0.01 0.05 0.02
O -2.298 -5.800 0.477 -0.03 -0.03 -0.06
C -2.967 -6.979 0.875 0.01 0.05 0.05
N -1.584 -5.511 -2.330 0.01 0.05 0.11
H -2.207 -7.997 -1.698 0.01 0.01 0.02
H -0.768 -8.097 -2.700 -0.03 0.02 0.01
H -0.667 -8.482 -0.975 -0.01 0.01 0.00
H 0.251 -6.199 -1.670 0.02 -0.01 0.04
H -0.489 -4.985 0.191 -0.04 0.01 0.01
H -0.441 -6.678 0.699 0.01 -0.03 -0.03
H -2.280 -7.679 1.362 -0.01 -0.01 0.00
H -3.450 -7.486 0.036 0.03 -0.02 -0.01
H -3.737 -6.689 1.591 0.01 0.00 -0.01
H -1.284 -4.545 -2.243 0.03 -0.01 -0.05
H -2.552 -5.518 -2.021 -0.01 -0.02 -0.03
C 4.124 4.908 -0.103 -0.04 0.06 0.05
C 3.136 4.079 -0.914 0.07 0.04 -0.06
C 3.206 2.576 -0.624 0.04 -0.01 0.04
O 4.322 1.922 -1.199 0.08 -0.05 -0.07
C 5.525 1.962 -0.454 -0.15 -0.02 -0.03
N 3.296 4.391 -2.336 -0.07 -0.12 0.00
H 5.143 4.817 -0.478 -0.02 -0.02 -0.01
H 3.857 5.964 -0.160 0.02 -0.01 -0.04
H 4.118 4.611 0.948 0.01 -0.01 -0.01
H 2.124 4.391 -0.635 -0.01 -0.01 0.06
H 2.329 2.104 -1.072 0.06 -0.08 -0.01
H 3.173 2.379 0.458 -0.02 0.06 -0.04
H 5.321 1.907 0.620 0.02 0.00 0.03
H 6.105 2.865 -0.655 0.01 0.03 0.03
H 6.117 1.095 -0.746 -0.01 0.01 0.00
H 2.552 3.949 -2.872 0.01 0.07 0.03
H 4.159 3.966 -2.662 -0.01 0.02 0.01
C 1.170 -1.250 -6.257 -0.02 0.03 -0.05
C 2.246 -0.605 -5.389 -0.10 0.04 -0.17
C 3.673 -0.799 -5.917 0.05 0.01 0.05
O 4.212 -2.092 -5.702 -0.06 0.04 0.00
C 3.877 -3.061 -6.673 0.05 -0.02 -0.01
N 2.075 -1.058 -4.013 0.08 -0.05 0.13
H 1.150 -2.332 -6.123 0.01 0.00 -0.01
H 0.187 -0.871 -5.974 0.02 -0.03 0.02
H 1.328 -1.038 -7.317 0.01 -0.01 0.04
H 2.070 0.478 -5.397 0.05 -0.02 -0.02
H 4.333 -0.116 -5.376 0.01 -0.04 0.01
H 3.728 -0.544 -6.984 -0.04 0.01 0.02
H 3.819 -2.616 -7.672 0.00 -0.01 -0.01
H 2.927 -3.556 -6.455 -0.01 0.01 -0.02
H 4.667 -3.812 -6.669 -0.02 0.01 0.01
H 2.707 -0.553 -3.402 0.00 0.11 0.07
H 2.381 -2.025 -3.959 -0.06 -0.04 0.00
C 7.510 10.216 -0.621 0.00 0.03 -0.01
C 7.880 8.899 -1.294 0.04 0.02 0.03
C 6.782 7.831 -1.226 0.00 -0.07 -0.02
O 6.648 7.197 0.034 -0.02 0.07 0.01
C 5.863 7.893 0.984 0.11 -0.11 -0.02
N 9.163 8.433 -0.761 -0.07 -0.08 -0.02
H 7.559 10.133 0.466 -0.01 -0.01 -0.01
H 8.212 10.995 -0.918 0.01 -0.03 0.02
H 6.503 10.534 -0.896 0.01 -0.01 0.01
H 8.032 9.103 -2.359 -0.04 0.00 -0.01
H 7.037 7.031 -1.926 0.00 -0.02 0.04
H 5.815 8.246 -1.540 0.01 0.04 -0.01
H 5.042 8.434 0.503 0.00 0.02 0.01
H 6.468 8.596 1.562 -0.07 0.06 0.01
H 5.445 7.153 1.666 0.00 0.01 -0.01
H 9.484 7.628 -1.290 0.02 0.04 -0.03
H 9.009 8.088 0.182 0.02 0.03 0.01
```
Positions in Å, forces in eV/Å.

The HOMO energy comes out at -8.1 eV. For the frontier orbital gap, the calculation gives 8.66 eV. The SMILES is CCCCCCCCCCP(CCCCC)#P(O)O.COC[C@@H](C)N.COC[C@@H](C)N.COC[C@@H](C)N.COC[C@@H](C)N.COC[C@@H](C)N. Its total energy is -2870.03233 a.u.

Results of the Löwdin charge analysis, in e, for atoms 1 through 4:
1. C -0.116
2. C -0.260
3. C -0.220
4. C -0.219